No. 1
This record from OMol25 describes C5H6LiNiO4 as an isolated structure at a distorted geometry. The level of theory is ωB97M-V with the def2-TZVPD basis set.

```
! wB97M-V def2-TZVPD RIJCOSX def2/J DEFGRID3
* xyz 0 4
C -1.33 0.50 -0.67
C -0.07 0.24 -1.51
C 1.19 0.56 -0.76
C 1.96 -0.36 -0.13
O 2.86 -0.10 0.77
O -1.52 -0.48 0.35
Ni -1.75 -2.42 0.61
Li 1.59 0.97 1.62
H -2.23 0.49 -1.30
H -1.25 1.47 -0.17
H -0.17 0.84 -2.42
H -0.08 -0.82 -1.83
H 1.40 1.63 -0.59
H 1.77 -1.43 -0.36
O -0.28 0.65 2.12
O -1.17 -1.39 2.42
C -0.93 -0.33 1.84
*
```

Properties
HOMO energy (spin up / spin down) ... -7.49 / -7.49 eV
Energy relative to the best compared isomer or geometry (same formula, charge and spin) ... 19.0 kJ/mol
Energy ... -54718.4865 eV
<S²> ... 3.75

=====

No. 2
This record from OMol25 describes an isolated ion of composition C2H2NO2P2 and charge -1 at a distorted geometry. The level of theory is ωB97M-V with the def2-TZVPD basis set.

```
! wB97M-V def2-TZVPD RIJCOSX def2/J DEFGRID3
* xyz -1 1
O -1.42 -2.40 3.03
C -0.80 -1.73 2.30
N -0.43 -0.89 1.54
P 0.78 -0.51 0.38
C -0.56 0.16 -0.73
P -0.78 1.93 -0.77
O 0.00 2.56 0.31
H 0.93 0.76 0.93
H -1.00 -0.35 -1.61
*
```

Properties
HOMO energy ... -3.49 eV
Structure (SMILES) ... O=C=NP/C=P\[O-]
Energy relative to the best compared isomer or geometry (same formula, charge and spin) ... 65.1 kJ/mol
Energy ... -26270.0078 eV

=====

No. 3
This record from OMol25 describes C25H40BrN2O8P2V as an isolated structure at a distorted geometry. The level of theory is ωB97M-V with the def2-TZVPD basis set.

```
! wB97M-V def2-TZVPD RIJCOSX def2/J DEFGRID3
* xyz 3 2
V -0.05 0.99 0.19
C 4.32 -0.58 -1.85
C 3.51 -1.80 -2.16
C 2.60 -1.69 -3.36
O 2.68 -2.15 -0.93
P 1.38 -1.62 -0.36
O 1.21 -0.08 -0.61
C -0.10 -2.37 -1.06
P -1.63 -1.74 -0.33
O -1.41 -0.19 -0.25
O -1.81 -2.25 1.09
C -2.61 -3.48 1.56
C -1.79 -4.08 2.67
C -3.98 -2.99 1.97
O -2.84 -2.11 -1.17
C -3.03 -2.20 -2.67
C -2.72 -0.86 -3.29
C -4.45 -2.67 -2.86
O 1.30 -1.94 1.14
C 2.43 -2.23 2.13
C 2.70 -3.71 2.09
C 1.95 -1.71 3.45
H 5.02 -0.41 -2.67
H 4.91 -0.71 -0.94
H 3.70 0.31 -1.75
H 4.14 -2.68 -2.24
H 1.92 -0.83 -3.29
H 2.03 -2.61 -3.52
H 3.22 -1.54 -4.25
H -0.05 -3.45 -0.90
H -0.10 -2.16 -2.13
H -2.66 -4.14 0.70
H -1.70 -3.39 3.50
H -0.80 -4.37 2.32
H -2.29 -4.98 3.02
H -3.91 -2.29 2.79
H -4.56 -3.85 2.30
H -4.51 -2.53 1.14
H -2.33 -2.97 -3.00
H -3.37 -0.09 -2.88
H -2.90 -0.93 -4.36
H -1.68 -0.58 -3.15
H -5.16 -1.93 -2.50
H -4.63 -3.61 -2.35
H -4.62 -2.82 -3.93
H 3.29 -1.66 1.76
H 1.82 -4.27 2.42
H 3.51 -3.93 2.78
H 3.00 -4.05 1.10
H 1.05 -2.23 3.77
H 1.74 -0.64 3.43
H 2.73 -1.88 4.20
Br 3.28 5.44 -0.26
C 1.87 5.29 0.97
C 1.65 6.19 1.91
C 0.59 5.99 2.91
C -0.11 4.87 2.98
C 0.04 3.74 2.00
C 1.08 4.01 0.83
C 0.55 2.51 2.73
O 0.87 2.22 3.80
O 0.51 1.39 1.67
H 2.27 7.08 1.98
H 0.42 6.78 3.63
H -0.86 4.72 3.75
H 1.83 3.21 0.85
N -1.25 3.28 1.44
C 0.42 3.89 -0.53
C 0.15 4.98 -1.34
C -0.48 4.81 -2.56
C -0.83 3.53 -2.98
C -0.56 2.48 -2.13
N 0.04 2.65 -0.93
H -1.64 4.01 0.85
H -1.92 3.16 2.20
H 0.44 5.96 -1.00
H -0.69 5.66 -3.19
H -1.31 3.35 -3.93
H -0.84 1.47 -2.39
*
```

Properties
HOMO energy (spin up / spin down) ... -16.25 / -16.25 eV
Energy relative to the best compared isomer or geometry (same formula, charge and spin) ... 177.4 kJ/mol
Energy ... -160223.3356 eV
<S²> ... 0.76

=====

No. 4
This record from OMol25 describes C55H66F9O7Zn as an isolated structure at a distorted geometry. The level of theory is ωB97M-V with the def2-TZVPD basis set.

```
! wB97M-V def2-TZVPD RIJCOSX def2/J DEFGRID3
* xyz 1 1
Zn -8.08 -29.59 25.65
C -7.46 -26.73 27.50
O -8.37 -26.58 28.53
O -7.82 -27.84 26.70
C -7.23 -25.41 26.80
F -6.00 -25.42 26.20
F -8.09 -25.15 25.85
F -7.24 -24.45 27.66
C -8.01 -26.86 29.88
C -9.17 -26.54 30.87
H -10.01 -27.21 30.69
H -8.88 -26.62 31.92
H -9.53 -25.51 30.75
H -7.23 -26.21 30.27
H -7.76 -27.91 29.98
H -6.54 -27.04 28.00
F 0.37 -22.77 27.87
C -0.86 -23.29 28.09
C -1.11 -24.08 29.16
C -2.35 -24.68 29.40
C -3.36 -24.40 28.46
C -3.13 -23.55 27.34
C -1.86 -22.99 27.18
H -0.32 -24.26 29.88
H -2.53 -25.31 30.27
H -4.41 -24.61 28.62
H -3.91 -23.42 26.61
H -1.65 -22.43 26.28
F -9.15 -20.34 23.46
C -7.87 -20.60 23.84
C -7.57 -21.61 24.70
C -6.25 -21.78 25.12
C -5.24 -20.99 24.67
C -5.53 -19.95 23.73
C -6.85 -19.79 23.36
H -8.34 -22.32 24.97
H -5.98 -22.56 25.81
H -4.27 -21.21 25.10
H -4.79 -19.31 23.27
H -7.03 -19.00 22.65
F -12.53 -30.58 32.28
C -13.03 -29.86 31.26
C -13.90 -30.49 30.41
C -14.24 -29.81 29.19
C -13.86 -28.47 28.99
C -12.97 -27.89 29.90
C -12.50 -28.60 31.02
H -14.29 -31.48 30.62
H -14.91 -30.25 28.47
H -14.19 -27.98 28.09
H -12.67 -26.86 29.72
H -11.87 -28.17 31.77
F -3.51 -28.99 30.71
C -2.87 -28.52 29.59
C -1.54 -28.07 29.74
C -0.89 -27.54 28.62
C -1.55 -27.51 27.37
C -2.94 -27.88 27.26
C -3.52 -28.45 28.35
H -1.14 -28.06 30.75
H 0.04 -27.01 28.71
H -1.18 -26.94 26.53
H -3.53 -27.70 26.37
H -4.56 -28.71 28.23
F -0.63 -24.92 24.65
C -1.72 -24.43 24.02
C -1.67 -23.37 23.16
C -2.79 -22.80 22.62
C -3.99 -23.44 22.92
C -4.06 -24.58 23.72
C -2.90 -25.06 24.28
H -0.73 -22.89 22.93
H -2.70 -21.94 21.97
H -4.88 -22.98 22.52
H -4.99 -25.08 23.95
H -2.94 -25.80 25.07
F -12.97 -23.08 25.06
C -12.58 -23.48 26.25
C -11.22 -23.72 26.52
C -10.84 -24.18 27.80
C -11.84 -24.40 28.77
C -13.15 -24.08 28.54
C -13.53 -23.63 27.28
H -10.40 -23.62 25.82
H -9.80 -24.40 27.99
H -11.48 -24.78 29.72
H -13.89 -24.32 29.29
H -14.58 -23.43 27.11
C -9.08 -30.76 29.52
C -7.94 -31.00 28.57
O -8.19 -30.86 27.37
C -6.66 -31.53 29.07
H -8.84 -31.26 30.46
H -10.03 -31.15 29.14
H -9.19 -29.71 29.78
H -6.08 -31.75 28.17
H -6.71 -32.48 29.60
H -6.06 -30.79 29.60
C -7.58 -26.20 23.19
C -8.64 -27.31 23.39
O -8.39 -28.42 23.84
C -10.14 -27.05 22.99
H -7.10 -26.25 22.21
H -6.76 -26.38 23.89
H -8.13 -25.29 23.40
H -10.24 -25.97 23.11
H -10.77 -27.63 23.68
H -10.34 -27.37 21.97
C -8.00 -22.46 30.35
C -6.73 -21.82 30.84
O -6.76 -21.07 31.79
C -5.45 -22.12 30.14
H -8.82 -22.28 31.04
H -8.04 -23.55 30.31
H -8.26 -22.14 29.34
H -5.05 -23.09 30.44
H -4.66 -21.46 30.50
H -5.59 -22.04 29.06
C -12.51 -29.61 26.02
C -11.22 -28.82 26.25
O -10.17 -29.27 25.76
C -11.30 -27.55 27.11
H -12.63 -29.95 24.99
H -13.38 -28.99 26.25
H -12.57 -30.42 26.76
H -12.28 -27.08 27.00
H -10.52 -26.86 26.79
H -11.04 -27.82 28.13
C -9.35 -28.97 34.32
C -8.86 -29.99 33.24
O -7.81 -29.75 32.62
C -9.62 -31.31 33.10
H -9.01 -29.32 35.29
H -10.44 -28.96 34.30
H -8.84 -28.02 34.16
H -8.98 -32.10 33.48
H -9.83 -31.62 32.07
H -10.53 -31.30 33.69
*
```

Properties
HOMO energy ... -10.71 eV
Energy relative to the best compared isomer or geometry (same formula, charge and spin) ... 0.0 kJ/mol
Energy ... -145305.0024 eV

=====

No. 5
This record from OMol25 describes a 2-piece molecular cluster, C8H14N4 overall at a distorted geometry. The level of theory is ωB97M-V with the def2-TZVPD basis set.

```
! wB97M-V def2-TZVPD RIJCOSX def2/J DEFGRID3
* xyz 2 1
C -2.74 -1.36 -0.33
C -1.47 -1.34 0.15
C -2.10 0.76 -0.28
C 2.76 -0.27 -1.01
C 4.98 0.00 0.02
C 0.21 0.40 0.57
C -0.62 -2.45 0.64
C -2.11 2.21 -0.53
N 3.88 -0.14 -0.51
N -1.08 0.00 0.19
N -3.09 -0.07 -0.61
N 0.26 1.44 1.33
H -3.39 -2.19 -0.52
H 2.66 -0.55 -2.05
H 5.49 -0.83 0.49
H 5.49 0.97 0.02
H 1.83 -0.11 -0.41
H 0.31 -2.51 0.09
H -0.38 -2.32 1.70
H -1.16 -3.39 0.53
H -2.65 2.75 0.25
H -1.10 2.62 -0.60
H -2.62 2.42 -1.47
H -3.98 0.22 -1.00
H 1.15 1.80 1.65
H -0.55 1.93 1.72
*
```

Properties
HOMO energy ... -16.22 eV
Energy relative to the best compared isomer or geometry (same formula, charge and spin) ... 67.6 kJ/mol
Energy ... -14465.3045 eV

=====

No. 6
This record from OMol25 describes a 2-piece molecular cluster, C9H12NO2 overall at a distorted geometry. The level of theory is ωB97M-V with the def2-TZVPD basis set.

```
! wB97M-V def2-TZVPD RIJCOSX def2/J DEFGRID3
* xyz 1 1
C 1.27 -0.62 0.25
C 2.24 0.26 0.01
C 0.50 -1.50 1.11
C 0.20 -1.72 2.37
C -1.70 0.28 -0.19
C 2.93 1.00 -1.04
C 3.20 1.24 0.40
C 0.30 -1.48 -0.31
C -3.90 1.05 -0.78
N -0.09 -2.18 -1.35
O -1.55 1.30 0.67
O -2.74 0.24 -0.97
H -0.51 -2.41 2.69
H 0.79 -1.17 3.22
H 3.77 0.58 -1.47
H 2.37 1.66 -1.61
H 2.68 1.99 0.94
H 4.22 1.09 0.78
H -4.70 0.85 -1.43
H -3.49 2.00 -0.95
H -4.44 0.92 0.11
H -0.73 1.36 1.12
H -0.77 -2.89 -1.25
H 0.16 -1.88 -2.33
*
```

Properties
HOMO energy ... -12.40 eV
Energy relative to the best compared isomer or geometry (same formula, charge and spin) ... 717.9 kJ/mol
Energy ... -15098.6246 eV

=====

No. 7
This record from OMol25 describes a 2-piece molecular cluster, C4H13NO2 overall at a distorted geometry. The level of theory is ωB97M-V with the def2-TZVPD basis set.

```
! wB97M-V def2-TZVPD RIJCOSX def2/J DEFGRID3
* xyz 0 1
N 1.19 1.27 -0.24
C 1.41 0.30 -1.36
C 1.00 -1.12 -0.97
C -0.37 -1.25 -0.30
C -1.44 -1.79 -1.21
O -1.80 -0.90 -2.27
H 1.96 1.21 0.43
H 1.26 2.20 -0.64
H 2.45 0.28 -1.63
H 0.84 0.69 -2.19
H 1.02 -1.72 -1.89
H 1.79 -1.56 -0.34
H -0.32 -1.97 0.52
H -0.72 -0.31 0.13
H -1.12 -2.71 -1.69
H -2.31 -2.03 -0.60
H -1.38 -0.05 -2.09
O -0.09 2.70 5.25
H 0.23 3.43 4.69
H 0.33 2.87 6.10
*
```

Properties
HOMO energy ... -9.53 eV
Structure (SMILES) ... NCCCCO.O
Energy relative to the best compared isomer or geometry (same formula, charge and spin) ... 77.8 kJ/mol
Energy ... -9943.3898 eV

=====

No. 8
This record from OMol25 describes a single BrHIP molecule at a distorted geometry. The level of theory is ωB97M-V with the def2-TZVPD basis set.

```
! wB97M-V def2-TZVPD RIJCOSX def2/J DEFGRID3
* xyz 0 1
P -0.80 1.00 -0.99
Br 1.16 0.21 -0.30
I 1.17 -1.12 2.58
H -1.53 -0.09 -1.28
*
```

Properties
HOMO energy (spin up / spin down) ... -9.77 / -9.19 eV
Energy relative to the best compared isomer or geometry (same formula, charge and spin) ... 206.5 kJ/mol
Energy ... -87446.4917 eV